# 1
The following is a DFT calculation (ωB97M-V with the def2-TZVPD basis set) of a cluster of 2 separate species, C35H35F6N2O3P in total at a distorted geometry.

Geometry as XYZ:
```
82
Properties=species:S:1:pos:R:3:forces:R:3:lowdin_charge:R:1
C 4.4446 1.6000 5.0880 -0.37 0.62 0.25 -0.051
N 4.5249 0.5116 4.1499 1.12 -0.18 0.27 -0.129
C 5.8133 0.3248 3.5120 -0.25 -0.22 0.40 -0.047
C 5.8513 1.1178 2.2428 -0.79 0.74 -1.68 -0.524
F 6.9525 0.8748 1.4732 -0.91 0.30 0.82 0.121
F 4.7389 0.8430 1.4706 1.38 0.41 0.73 0.114
F 5.7994 2.4602 2.5165 0.26 -0.97 -0.36 0.116
C 3.4484 -0.2358 3.7969 -0.83 -0.54 -0.22 -0.211
C 3.6095 -1.5129 3.1937 -0.12 0.14 0.28 0.006
C 2.5183 -2.2335 2.7742 0.03 0.21 -0.06 0.010
C 1.2100 -1.6956 2.8519 0.56 0.56 0.10 -0.190
C 0.1125 -2.4284 2.3053 -0.16 -0.80 1.50 0.050
C -1.1935 -1.8033 2.2525 -0.62 0.56 -0.51 -0.218
C -2.3342 -2.3980 2.8540 0.61 -0.05 -0.43 -0.015
C -3.5609 -1.7665 2.8459 -0.14 0.35 -0.28 -0.005
C -3.7523 -0.5595 2.1147 1.39 -0.55 0.75 -0.216
N -4.9717 0.0508 2.0484 -1.32 -0.29 0.40 -0.140
C -5.3753 0.7854 0.8798 0.16 0.57 -0.57 -0.058
C -5.9739 -0.0466 3.1073 0.33 -0.28 -0.73 -0.046
C -5.8391 1.1283 4.0315 0.82 1.14 0.61 -0.532
F -6.7746 1.1547 5.0201 0.82 -0.01 -0.88 0.127
F -4.5926 1.1176 4.6177 -1.32 0.17 -0.34 0.114
F -5.9299 2.3043 3.3216 -0.06 -0.94 0.90 0.109
C -2.6151 0.0356 1.5086 -0.49 -0.07 0.14 0.000
C -1.3632 -0.5315 1.6399 0.05 -0.91 -0.12 -0.019
C 1.0526 -0.4519 3.5515 -0.13 -0.57 -0.75 -0.001
C 2.1350 0.2436 4.0390 0.34 -0.10 0.04 -0.003
H 3.8005 1.3393 5.9420 0.24 0.00 -0.26 0.100
H 5.4612 1.7953 5.4564 -0.45 0.11 -0.02 0.095
H 4.0388 2.5188 4.6262 0.24 -0.21 0.21 0.101
H 6.5904 0.7271 4.1711 0.00 -0.38 -0.20 0.144
H 5.9894 -0.7233 3.2663 0.25 0.24 0.12 0.126
H 4.6073 -1.9387 3.0947 -0.43 0.03 -0.11 0.108
H 2.6546 -3.2106 2.3117 0.02 0.16 0.04 0.106
H 0.1770 -3.5204 2.2896 -0.22 0.79 0.65 0.104
H -2.2258 -3.3822 3.3199 -0.05 0.40 -0.12 0.127
H -4.4092 -2.2381 3.3476 0.37 0.09 -0.21 0.109
H -4.9019 0.3676 -0.0205 -0.11 0.07 0.28 0.101
H -6.4647 0.6920 0.7673 0.32 0.15 -0.06 0.094
H -5.1102 1.8537 0.9459 -0.20 -0.24 -0.12 0.093
H -6.9700 0.0205 2.6438 0.22 -0.32 0.35 0.143
H -5.8489 -0.9605 3.6972 -0.29 0.26 -0.16 0.128
H -2.7344 0.9719 0.9671 0.05 -0.16 0.15 0.112
H -0.4938 -0.0475 1.1916 -0.25 -0.11 0.09 0.130
H 0.0536 -0.0367 3.6813 0.26 -0.18 0.08 0.116
H 1.9840 1.1798 4.5804 0.03 -0.32 -0.26 0.107
C -3.6840 -5.0070 1.0077 -0.40 0.10 0.16 -0.078
C -2.3413 -5.4730 0.5224 -0.44 -0.19 -0.07 -0.231
O -1.3831 -4.4290 0.7468 -0.24 -0.28 -0.06 -0.040
C -0.1615 -4.8371 0.3348 0.98 -0.73 -0.88 -0.574
C 0.8760 -3.8062 0.3423 -0.98 0.17 -1.27 -0.163
P 2.3943 -4.4946 -0.2296 1.01 -0.07 0.53 0.703
C 2.3092 -5.3012 -1.8787 -0.19 -0.09 0.06 -0.254
C 1.2935 -5.0647 -2.8086 0.38 -0.18 -0.11 -0.085
C 1.3299 -5.6931 -4.0559 0.04 0.11 0.25 -0.089
C 2.3681 -6.5656 -4.3737 0.11 0.04 0.17 -0.095
C 3.3789 -6.8130 -3.4421 -0.24 0.21 0.03 -0.084
C 3.3482 -6.1841 -2.1997 -0.13 0.06 -0.02 -0.069
C 3.3810 -2.9943 -0.6101 0.06 -0.43 -0.05 -0.269
C 2.9494 -2.0471 -1.5344 0.43 0.47 0.11 -0.079
C 3.7358 -0.9140 -1.7747 -0.14 -0.13 0.02 -0.081
C 4.9465 -0.7384 -1.1055 -0.01 -0.15 0.00 -0.102
C 5.3918 -1.7163 -0.2159 -0.05 -0.05 -0.16 -0.100
C 4.6228 -2.8543 0.0140 -0.01 0.26 -0.01 -0.086
O 3.1205 -5.3608 0.7592 -0.18 0.42 -0.43 -0.354
O 0.0142 -6.0077 -0.0285 0.05 1.35 0.65 0.038
H -4.4596 -5.7382 0.7695 0.13 -0.08 -0.06 0.079
H -3.6849 -4.8920 2.0915 -0.02 0.11 0.03 0.064
H -3.9819 -4.0621 0.5512 0.09 0.05 0.03 0.077
H -2.0234 -6.3752 1.0623 -0.08 0.20 -0.33 0.131
H -2.3607 -5.6792 -0.5571 0.02 -0.15 0.34 0.132
H 0.6120 -2.8309 -0.1104 -0.06 -0.62 0.23 0.088
H 0.4735 -4.3964 -2.5602 0.06 -0.08 0.00 0.103
H 0.5381 -5.4939 -4.7718 0.09 -0.08 0.04 0.098
H 2.3950 -7.0543 -5.3448 -0.03 0.08 0.15 0.098
H 4.1913 -7.4935 -3.6777 -0.11 0.05 -0.01 0.099
H 4.1227 -6.3850 -1.4607 -0.19 0.06 -0.12 0.107
H 2.0160 -2.1900 -2.0779 0.15 0.05 0.13 0.102
H 3.3977 -0.1681 -2.4909 0.08 -0.11 0.11 0.100
H 5.5553 0.1492 -1.2851 -0.21 -0.23 0.03 0.104
H 6.3497 -1.5996 0.2882 -0.14 0.00 -0.12 0.098
H 4.9808 -3.6404 0.6797 -0.22 0.13 -0.11 0.106
```
Positions in Å, forces in eV/Å.

As for the total energy: -2630.467499 Ha. The net charge is 0.

***

# 2
The following is a DFT calculation (ωB97M-V with the def2-TZVPD basis set) of a cluster of 2 separate species, C11H20ClN2O3 in total at a distorted geometry.

Geometry as XYZ:
```
37
Properties=species:S:1:pos:R:3:forces:R:3:nbo_charge:R:1
N 0.7763 -1.1003 -0.9111 -0.73 0.12 0.17 -0.896
C -0.1572 -0.2003 -0.2370 0.32 1.20 1.73 -0.248
C -0.9114 0.7811 -1.3276 0.89 -0.43 -0.72 -0.088
N -1.1150 -0.1487 -2.5293 -4.50 -3.26 -0.98 -0.444
C -2.2956 -0.8720 -2.4983 1.30 3.42 1.07 0.263
C -3.1438 -0.2490 -1.2217 -0.91 -0.18 -0.82 -0.325
C -4.7735 -0.0283 -1.3702 -0.07 -0.48 0.88 -0.507
C -5.6350 -1.3151 -0.7735 -6.00 -1.49 -5.25 0.500
O -6.6863 -1.7168 -1.5179 7.29 2.50 5.45 -0.482
Cl -5.2723 -2.1748 0.8446 -0.16 1.49 -2.29 -0.023
C -2.4640 1.2425 -1.0677 1.61 -1.31 -0.64 0.112
O -2.6745 2.0229 0.1642 -0.18 -3.03 -1.48 -0.671
H 0.6698 -2.1096 -0.8304 0.13 0.80 -0.10 0.404
H 1.4580 -0.7350 -1.5750 -0.31 -0.30 0.74 0.387
H -0.9124 -0.8057 0.4619 1.59 1.26 -1.84 0.219
H 0.4370 0.5105 0.5161 -1.37 -1.39 -1.56 0.248
H -0.1546 1.5692 -1.7411 -1.60 -1.11 1.13 0.248
H -0.4528 -0.3500 -3.3195 -0.56 0.43 1.39 0.459
H -2.6983 -1.6962 -3.2615 1.39 1.98 1.66 0.291
H -2.9549 -1.0543 -0.4062 -0.23 1.76 -0.87 0.277
H -5.0970 0.8970 -0.6995 0.90 -1.93 -1.28 0.285
H -5.1300 0.2171 -2.4689 0.66 -0.90 2.34 0.281
H -2.7625 1.7842 -2.0782 0.28 -0.48 2.56 0.217
H -2.8282 1.3481 0.8968 0.34 1.31 -1.21 0.489
C 4.9603 1.0705 2.1601 0.32 0.44 0.37 -0.433
C 4.9571 -0.4119 1.8893 0.26 -0.43 -0.39 -0.431
C 3.5830 -0.8196 2.3742 -0.26 -0.26 0.32 -0.068
O 2.7193 0.3076 2.1728 0.17 0.05 -0.13 -0.552
C 3.5271 1.4504 1.8589 -0.32 0.20 -0.13 -0.067
H 5.6840 1.6257 1.5580 -0.11 -0.05 0.09 0.225
H 5.1812 1.2540 3.2183 -0.01 0.03 -0.15 0.210
H 5.0415 -0.5920 0.8110 0.03 -0.04 0.11 0.197
H 5.7642 -0.9523 2.3904 -0.13 0.05 -0.07 0.229
H 3.5909 -1.0474 3.4454 0.04 -0.08 -0.04 0.173
H 3.1887 -1.6864 1.8360 -0.08 0.12 0.05 0.179
H 3.3911 1.6733 0.7950 0.06 0.11 -0.04 0.152
H 3.1897 2.3119 2.4418 -0.08 -0.13 -0.05 0.190
```
Positions in Å, forces in eV/Å.

As for the total energy: -1226.119856 Ha. The net charge is +1.

***

# 3
The following is a DFT calculation (ωB97M-V with the def2-TZVPD basis set) of a structure of composition H10O5Rb at a distorted geometry.

Geometry as XYZ:
```
16
Properties=species:S:1:pos:R:3:forces:R:3:nbo_charge:R:1
Rb 0.0653 -0.5296 -1.5192 -0.01 0.12 -0.33 0.982
O -1.1049 -2.7558 -0.2807 -0.94 0.52 -1.24 -0.973
H -1.0190 -3.3283 0.4523 0.34 -1.06 1.39 0.481
H -1.9940 -3.0015 -0.5961 0.40 0.29 -0.08 0.496
O 1.5588 -1.5697 0.6115 -1.07 -0.36 -0.77 -0.975
H 2.1591 -1.3481 1.3067 0.53 -0.15 0.80 0.492
H 0.9758 -2.2982 0.8907 0.71 0.46 0.13 0.486
O 1.6109 1.6854 -0.2523 -1.46 0.68 -0.10 -0.948
H 2.1721 1.8465 0.4917 1.11 -0.01 0.66 0.487
H 0.9495 2.4001 -0.1249 0.52 -0.38 -0.60 0.478
O -0.8240 0.6931 0.9806 0.70 0.43 -0.28 -0.951
H 0.0923 0.9872 0.8721 -0.02 0.47 -0.64 0.463
H -0.6086 0.1049 1.6887 -0.76 -1.02 1.11 0.475
O -1.4315 2.0076 -1.5824 0.50 -0.48 -1.13 -0.963
H -1.4704 2.4227 -0.7369 -0.33 0.46 1.04 0.484
H -1.1313 2.6836 -2.2016 -0.21 0.04 0.04 0.484
```
Positions in Å, forces in eV/Å.

As for the total energy: -406.111706 Ha. The net charge is +1.

***

# 4
The following is a DFT calculation (ωB97M-V with the def2-TZVPD basis set) of a structure of composition C17H34CrN6OSSi at a distorted geometry.

Geometry as XYZ:
```
61
Properties=species:S:1:pos:R:3:forces:R:3:nbo_charge:R:1
Cr 0.5947 0.7940 -0.2455 -1.45 -1.15 -0.68 1.058
C -3.4084 -2.5608 3.7816 -0.25 0.08 0.18 -1.124
Si -1.8415 -3.0197 2.9229 0.04 0.08 -0.04 1.632
C -0.7838 -4.1514 3.9150 0.22 -0.17 0.14 -1.128
C -2.2209 -3.7337 1.2560 0.04 0.01 -0.26 -1.131
C -0.8759 -1.3578 2.7868 0.12 0.03 -0.22 -0.442
C -0.6710 -0.6398 3.9719 0.06 0.12 0.11 -0.080
C -0.0154 0.5908 4.0106 -0.18 -0.25 0.25 -0.229
C 0.4385 1.1328 2.8347 -0.02 -0.18 -0.48 0.063
N 0.2600 0.4690 1.6788 -0.12 0.14 0.53 -0.483
C -0.3555 -0.7341 1.6589 0.20 0.41 0.35 0.085
S -0.3036 -1.2789 -0.0305 0.45 0.58 -0.24 0.061
H -4.0280 -3.4544 3.9083 0.02 0.09 0.01 0.271
H -3.9843 -1.8337 3.2013 -0.01 -0.05 0.07 0.237
H -3.2337 -2.1437 4.7778 -0.07 -0.03 -0.08 0.252
H -1.3169 -5.0902 4.0932 0.06 0.05 0.01 0.271
H -0.5283 -3.7257 4.8892 0.00 -0.07 -0.04 0.254
H 0.1450 -4.3903 3.3894 -0.04 -0.01 0.08 0.251
H -2.7767 -4.6628 1.4197 0.02 0.06 -0.04 0.277
H -1.3278 -3.9915 0.6828 -0.04 -0.03 -0.01 0.245
H -2.8539 -3.0792 0.6491 0.01 -0.07 0.00 0.228
H -1.0331 -1.0575 4.9073 0.01 0.05 -0.07 0.245
H 0.1299 1.1223 4.9421 -0.01 -0.06 -0.03 0.262
H 0.9425 2.0900 2.7943 -0.01 -0.01 -0.05 0.221
C 5.8745 1.4250 0.3014 -0.07 -0.10 0.00 -0.589
C 5.0699 0.1090 0.3384 0.03 0.25 -0.03 -0.541
C 3.6440 0.3311 0.1205 0.54 -0.37 0.26 0.597
N 2.5148 0.4649 -0.0241 0.29 0.31 0.12 -0.510
H 6.9289 1.1811 0.4051 0.00 0.01 0.01 0.263
H 5.5913 2.0807 1.1226 0.00 -0.01 -0.02 0.235
H 5.7371 1.9517 -0.6418 0.01 -0.02 0.01 0.217
H 5.1779 -0.3941 1.3009 -0.05 0.00 0.03 0.293
H 5.4111 -0.5915 -0.4264 -0.03 0.00 -0.05 0.284
C -4.4981 0.6281 -0.1963 0.03 0.00 0.02 -0.440
N -3.0373 0.6821 -0.2891 -0.16 -0.26 -0.04 -0.570
C -2.3306 1.7916 -0.3165 0.40 0.08 0.34 0.814
N -2.9231 2.9779 -0.2384 -0.04 0.14 0.02 -0.772
O -1.0449 1.7509 -0.4517 0.12 0.40 -0.24 -0.726
H -4.8028 -0.4128 -0.2362 0.00 0.00 0.00 0.252
H -4.9628 1.1515 -1.0317 0.02 0.00 -0.01 0.226
H -4.8475 1.0492 0.7471 0.03 0.00 0.01 0.226
H -2.5038 -0.1779 -0.3258 -0.06 0.05 0.01 0.431
H -3.9105 3.0649 -0.0601 -0.01 0.01 -0.03 0.434
H -2.3580 3.8086 -0.1765 -0.01 -0.02 0.00 0.433
N 1.5804 1.5818 -5.2251 -0.10 -0.08 0.15 -0.494
C 0.4226 2.2957 -4.5685 0.08 -0.09 -0.02 -0.242
C 0.6066 2.3093 -3.0594 0.05 -0.18 0.00 -0.255
N 0.7666 0.9465 -2.4878 0.07 -0.02 -0.01 -0.639
C 1.9111 0.2669 -3.1446 -0.11 0.15 0.00 -0.249
C 1.7629 0.1937 -4.6569 -0.02 0.07 -0.03 -0.244
H 2.4377 2.1235 -5.0939 0.05 0.04 -0.01 0.440
H 1.4333 1.5320 -6.2363 -0.03 -0.03 -0.04 0.462
H -0.4790 1.7560 -4.8547 -0.02 -0.03 -0.05 0.236
H 0.3657 3.3032 -4.9730 0.03 0.05 -0.02 0.268
H -0.2595 2.7877 -2.6129 -0.06 0.03 0.06 0.262
H 1.4871 2.8951 -2.7882 0.03 0.02 0.03 0.221
H -0.0746 0.4138 -2.7060 -0.10 0.02 -0.04 0.397
H 2.0087 -0.7453 -2.7583 0.01 -0.04 0.03 0.260
H 2.8195 0.8129 -2.8830 0.01 -0.02 0.05 0.217
H 0.8883 -0.3861 -4.9501 -0.03 0.02 -0.03 0.239
H 2.6407 -0.2526 -5.1185 0.04 0.01 -0.03 0.267
```
Positions in Å, forces in eV/Å.

The multiplicity is 2. As for the total energy: -2803.264906 Ha. The net charge is +3.

***

# 5
The following is a DFT calculation (ωB97M-V with the def2-TZVPD basis set) of a structure of composition C7H16N2O11Zn at a distorted geometry.

Geometry as XYZ:
```
37
Properties=species:S:1:pos:R:3:forces:R:3:nbo_charge:R:1
Zn 0.9193 0.7302 0.6912 -1.54 0.34 0.58 1.726
C -0.8899 2.3420 1.3256 5.27 4.75 0.38 0.883
O -0.6529 1.9710 0.1667 -3.19 -1.05 -9.52 -0.976
O -0.7102 3.4779 1.7325 -4.41 6.10 -0.09 -0.751
O -0.2916 1.5843 2.0373 2.60 -10.09 9.07 -0.940
C 3.0117 1.5751 1.6617 -3.73 -4.82 -0.96 0.870
O 2.2464 2.3350 1.1368 -2.52 9.75 -7.28 -0.524
O 2.8356 0.4265 1.2611 4.38 -7.20 -3.25 -0.879
O 2.6850 1.7770 2.7772 2.77 2.60 11.89 -0.398
C 1.3017 0.3083 -2.3713 -4.86 1.48 3.64 0.781
O 0.9903 0.1157 -1.1779 1.13 -0.77 -0.63 -0.806
N 0.5125 0.9882 -3.1290 -2.79 2.06 -1.05 -0.826
N 2.3008 -0.1018 -2.9763 5.76 -3.15 -1.34 -0.803
H -0.2684 1.2953 -2.5669 -1.03 0.42 -0.89 0.466
H 0.5414 0.8920 -4.1340 -0.50 0.42 0.42 0.369
H 2.9467 -0.4071 -2.2624 1.28 -0.57 -1.23 0.433
H 2.3031 0.1122 -3.9634 1.48 -0.41 0.50 0.399
C 1.4235 -1.9508 2.8361 -1.47 1.86 -1.86 -0.065
C 0.0732 -2.3006 2.2189 1.70 1.70 -1.13 -0.083
O -0.0290 -1.3114 1.1565 -0.62 -1.33 0.48 -0.774
O 1.7386 -2.8896 3.7060 1.14 -3.74 3.53 -0.698
H 1.3806 -1.0068 3.3793 0.31 0.32 -0.67 0.212
H 2.1469 -2.0795 2.0310 0.06 1.53 -0.45 0.158
H -0.7538 -2.3059 2.9289 -0.04 0.10 -0.19 0.185
H 0.2931 -3.2642 1.7593 -0.79 -0.49 -0.07 0.130
H -0.9605 -1.2766 0.9268 -0.45 0.72 -0.18 0.502
H 1.7717 -3.6851 3.1696 0.21 -0.56 0.56 0.442
C -3.0595 0.4097 -2.0810 0.34 0.30 -1.05 -0.092
C -2.5839 -0.5681 -0.9977 -0.61 -1.40 -1.45 -0.095
O -2.4942 -0.0469 0.2246 -1.28 1.13 3.15 -0.763
O -2.0988 1.3901 -2.4925 -0.16 0.29 0.13 -0.740
H -3.9034 1.0450 -1.8121 -0.46 -0.83 0.95 0.172
H -3.3615 -0.0254 -3.0336 -0.11 -1.00 0.20 0.157
H -1.6125 -1.0615 -1.0310 0.34 -0.19 -2.24 0.178
H -3.3155 -1.3705 -0.9028 -0.33 -0.24 -0.56 0.159
H -1.8582 0.6680 0.1474 1.27 1.57 0.49 0.509
H -2.5781 2.2083 -2.3425 0.83 0.38 0.13 0.483
```
Positions in Å, forces in eV/Å.

The multiplicity is 2. As for the total energy: -2992.564368 Ha. The net charge is -1.

***

# 6
The following is a DFT calculation (ωB97M-V with the def2-TZVPD basis set) of the molecule C4H13N3 at a distorted geometry.

Geometry as XYZ:
```
20
Properties=species:S:1:pos:R:3:forces:R:3:nbo_charge:R:1
C -0.7438 0.5216 0.6765 0.50 4.22 -1.29 -0.210
C -1.5840 -0.0799 -0.4173 -1.33 -0.50 0.09 -0.436
C -0.8539 -1.2096 -1.1960 1.21 -1.25 4.27 -0.201
N -1.6594 -2.3531 -1.2493 -2.34 -0.36 -0.46 -0.880
N 0.5694 1.0238 0.0561 -0.62 -0.53 1.12 -0.660
C 1.5236 1.4414 1.0888 2.38 1.72 -1.29 -0.034
N 2.9104 0.9033 0.8141 -2.51 0.20 -2.91 -0.878
H -0.7203 -0.1688 1.5041 0.79 -0.55 0.32 0.178
H -1.2078 1.5273 1.1397 0.65 -2.22 -1.05 0.191
H -2.0271 0.5040 -1.2099 0.59 1.45 -0.05 0.208
H -2.5522 -0.3231 0.0968 0.89 -1.03 -0.33 0.209
H 0.0288 -1.6076 -0.5743 -0.61 1.21 -0.92 0.174
H -0.5182 -0.8396 -2.1094 0.74 0.69 -1.76 0.165
H -2.6214 -2.0972 -1.4649 0.41 -1.22 -0.05 0.365
H -1.3278 -3.3009 -1.2611 -0.16 0.32 -0.30 0.389
H 1.0180 0.3254 -0.5436 -0.31 0.09 0.55 0.368
H 1.6410 2.6625 1.1142 -0.91 -2.90 0.41 0.153
H 1.2432 0.9355 1.9958 -0.13 0.62 0.90 0.172
H 3.3660 1.2957 -0.0225 -0.43 -0.10 0.91 0.361
H 3.5155 0.8394 1.5621 1.20 0.13 1.83 0.365
```
Positions in Å, forces in eV/Å.

The SMILES is NCCCNCN. As for the total energy: -324.384899 Ha. The net charge is 0.

***

Which value of net charge does entry 3 give?
+1

***

Which of these has the lowest total energy?
C7H16N2O11Zn